Entry 1:
A cluster of 6 separate species, C34H68BrClNO17 in total, computed with ωB97M-V/def2-TZVPD.

The LUMO energy is -2.60 eV. Its total energy is -155218.482 eV. The energy above the lowest of the compared OMol25 structures with the same formula, charge and spin comes out at 0.0 kJ/mol.

Geometry as ORCA input:
```
! wB97M-V def2-TZVPD RIJCOSX def2/J DEFGRID3
* xyz 1 1
C 0.297 1.224 4.907
C -0.415 1.544 3.582
C 0.550 1.660 2.419
O 1.384 0.491 2.341
C 1.290 -0.282 1.177
C -0.134 -0.791 0.823
C -0.202 -2.315 1.018
C -0.093 -2.725 2.489
C -0.541 -4.164 2.736
Cl 0.842 -5.293 2.881
C -0.656 -0.382 -0.576
C 0.378 -0.377 -1.713
Br 0.127 -1.772 -3.006
N 1.762 -0.538 -1.159
C 1.990 0.407 0.002
C 3.482 0.612 0.207
C 4.043 1.676 -0.737
C 3.659 3.096 -0.301
O 3.373 3.868 -1.452
H 1.370 1.423 4.842
H 0.189 0.173 5.175
H -0.099 1.823 5.727
H -0.982 2.476 3.662
H -1.145 0.757 3.376
H 0.009 1.812 1.474
H 1.215 2.520 2.554
H 1.912 -1.167 1.386
H -0.829 -0.345 1.539
H -1.134 -2.702 0.595
H 0.621 -2.799 0.465
H -0.682 -2.039 3.108
H 0.942 -2.632 2.829
H -1.118 -4.255 3.654
H -1.151 -4.546 1.917
H -1.451 -1.078 -0.844
H -1.115 0.610 -0.548
H 0.390 0.569 -2.251
H 2.448 -0.388 -1.903
H 1.887 -1.501 -0.820
H 1.498 1.345 -0.282
H 3.641 0.877 1.256
H 3.996 -0.347 0.057
H 3.653 1.545 -1.756
H 5.128 1.575 -0.794
H 4.490 3.545 0.256
H 2.790 3.070 0.372
H 2.646 4.476 -1.274
C -2.112 6.649 -2.847
C -0.737 7.134 -3.241
O -0.322 8.262 -2.442
C 0.128 7.984 -1.224
O 0.262 6.881 -0.746
O 0.416 9.129 -0.613
C 0.895 8.998 0.730
H -2.820 7.476 -2.901
H -2.441 5.876 -3.542
H -2.118 6.238 -1.838
H -0.738 7.521 -4.258
H 0.015 6.349 -3.166
H 1.749 8.324 0.767
H 0.106 8.621 1.378
H 1.185 9.999 1.030
C -6.292 -1.258 6.342
C -4.852 -1.402 6.773
O -3.983 -0.494 6.054
C -4.003 0.765 6.488
O -4.634 1.193 7.418
O -3.182 1.486 5.714
C -3.136 2.879 6.045
H -6.386 -1.393 5.264
H -6.898 -2.017 6.838
H -6.681 -0.277 6.612
H -4.459 -2.387 6.530
H -4.732 -1.230 7.842
H -2.921 3.026 7.101
H -4.078 3.365 5.797
H -2.333 3.292 5.440
C 0.383 -7.396 0.526
C 1.884 -7.291 0.653
O 2.505 -6.944 -0.612
C 2.432 -5.680 -0.968
O 1.915 -4.775 -0.352
O 3.048 -5.524 -2.154
C 3.000 -4.171 -2.591
H 0.117 -8.105 -0.258
H -0.034 -7.751 1.468
H -0.059 -6.427 0.295
H 2.331 -8.252 0.898
H 2.180 -6.556 1.401
H 3.402 -3.527 -1.806
H 1.966 -3.890 -2.773
H 3.602 -4.092 -3.491
C 3.935 -13.388 -2.107
C 4.994 -13.065 -1.078
O 5.756 -11.895 -1.445
C 5.163 -10.729 -1.212
O 4.082 -10.565 -0.699
O 5.970 -9.754 -1.636
C 5.427 -8.441 -1.474
H 4.384 -13.499 -3.094
H 3.444 -14.326 -1.843
H 3.181 -12.603 -2.147
H 5.740 -13.854 -1.015
H 4.561 -12.910 -0.090
H 5.100 -8.289 -0.447
H 4.579 -8.292 -2.139
H 6.231 -7.754 -1.724
C -6.291 8.394 -7.933
C -6.487 8.093 -6.465
O -5.241 8.154 -5.735
C -4.819 9.384 -5.441
O -5.389 10.413 -5.691
O -3.649 9.281 -4.805
C -3.047 10.537 -4.456
H -5.546 7.726 -8.364
H -7.233 8.250 -8.463
H -5.970 9.425 -8.077
H -6.831 7.072 -6.311
H -7.199 8.778 -6.006
H -3.749 11.156 -3.902
H -2.730 11.065 -5.354
H -2.188 10.285 -3.840
*
```

Löwdin atomic charge list, values in e, 5 entries: -0.07, -0.22, -0.20, -0.09, -0.27

***

Entry 2:
A cluster of 2 separate species, C2H5NO2S in total, computed with ωB97M-V/def2-TZVPD.

The LUMO energy is 0.72 eV. Its total energy is -18573.632 eV. The energy above the lowest of the compared OMol25 structures with the same formula, charge and spin comes out at 186.9 kJ/mol.

Geometry as ORCA input:
```
! wB97M-V def2-TZVPD RIJCOSX def2/J DEFGRID3
* xyz 0 1
C -1.308 0.260 -0.043
C -2.565 -0.350 0.310
N -0.321 0.827 -0.211
O 2.565 1.199 -0.476
O 1.788 -1.147 -0.128
S 2.844 -0.217 0.277
H 1.624 1.384 -0.391
H -3.223 0.415 0.515
H -2.389 -1.001 1.208
H -2.968 -1.068 -0.531
H 3.955 -0.303 -0.530
*
```

natural (NBO) atomic charge list, values in e, 5 entries: 0.35, -0.72, -0.39, -0.91, -0.94

***

F_max
In order: 0.6 4.2
Unit: eV Å⁻¹